# 1
{"formula": "C17H50N4O11", "method": "ωB97M-V/def2-TZVPD", "symbols": ["C", "O", "C", "C", "C", "N", "H", "H", "H", "H", "H", "H", "H", "H", "H", "H", "H", "C", "O", "C", "C", "C", "N", "H", "H", "H", "H", "H", "H", "H", "H", "H", "H", "H", "N", "C", "N", "O", "H", "H", "H", "H", "O", "C", "C", "O", "H", "H", "H", "H", "H", "H", "O", "C", "C", "O", "H", "H", "H", "H", "H", "H", "O", "C", "C", "O", "H", "H", "H", "H", "H", "H", "O", "C", "C", "O", "H", "H", "H", "H", "H", "H"], "positions_angstrom": [[-0.579, 1.684, 4.901], [0.557, 2.038, 4.168], [0.569, 1.522, 2.851], [1.581, 2.290, 2.019], [3.037, 2.398, 2.639], [1.050, 3.578, 1.688], [-1.497, 2.125, 4.513], [-0.465, 2.166, 5.872], [-0.678, 0.599, 4.868], [0.899, 0.490, 2.730], [-0.449, 1.437, 2.469], [1.723, 1.746, 1.085], [3.076, 2.452, 3.727], [3.706, 3.151, 2.222], [3.542, 1.433, 2.593], [1.754, 4.224, 1.360], [0.736, 3.900, 2.592], [-4.502, 2.533, -4.743], [-3.477, 2.943, -3.816], [-3.866, 2.640, -2.440], [-2.688, 2.794, -1.476], [-2.635, 1.789, -0.288], [-2.434, 4.186, -1.086], [-5.447, 3.052, -4.582], [-4.643, 1.460, -4.611], [-4.327, 2.972, -5.726], [-4.731, 3.187, -2.066], [-4.153, 1.590, -2.500], [-1.905, 2.406, -2.128], [-1.711, 1.790, 0.291], [-2.609, 0.780, -0.699], [-3.611, 1.875, 0.190], [-2.413, 4.757, -1.918], [-1.433, 4.218, -0.952], [2.581, -2.868, 1.808], [3.700, -2.919, 2.508], [3.867, -1.867, 3.208], [4.597, -3.717, 2.375], [1.850, -2.285, 2.188], [2.373, -3.636, 1.185], [4.560, -2.003, 3.930], [3.215, -1.101, 3.306], [-3.698, -1.581, -1.865], [-4.413, -2.311, -2.891], [-3.758, -3.639, -3.285], [-4.365, -4.718, -2.470], [-3.734, -2.134, -1.081], [-5.448, -2.541, -2.635], [-4.451, -1.650, -3.757], [-2.668, -3.618, -3.265], [-3.975, -3.852, -4.332], [-4.814, -5.364, -3.021], [-2.267, -5.795, -0.356], [-2.251, -5.314, 0.976], [-2.017, -3.837, 0.982], [-3.160, -3.108, 0.694], [-3.076, -5.427, -0.719], [-3.159, -5.518, 1.544], [-1.471, -5.801, 1.561], [-1.453, -3.643, 0.069], [-1.431, -3.409, 1.795], [-3.948, -3.580, 0.971], [5.345, 0.733, -0.651], [5.701, 1.998, -0.196], [7.126, 2.147, -0.657], [7.767, 3.346, -0.121], [4.663, 0.258, -0.170], [5.170, 2.916, -0.447], [5.847, 2.067, 0.882], [7.173, 2.164, -1.746], [7.680, 1.257, -0.359], [8.630, 3.392, -0.538], [2.477, -0.602, 0.193], [2.062, -0.261, -1.083], [0.505, -0.149, -1.092], [0.081, -1.526, -0.919], [2.336, -1.551, 0.169], [2.535, 0.704, -1.267], [2.438, -0.954, -1.837], [0.059, 0.222, -2.015], [0.101, 0.565, -0.374], [-0.863, -1.696, -0.946]], "atomic_forces_ev_per_a": [[-0.2, 0.4, 0.0], [0.4, 0.1, -0.7], [0.8, -0.4, 0.0], [1.6, 0.2, -0.7], [-0.6, -1.6, 0.9], [-0.9, 0.6, 0.4], [-0.2, 0.0, -0.5], [0.1, -0.7, 0.3], [-0.2, -0.1, 0.7], [0.3, -0.6, 1.0], [-0.1, 0.9, -0.5], [-0.1, -0.3, 0.0], [-0.6, 0.9, 0.2], [-0.4, 0.0, -0.3], [0.2, -0.3, -0.9], [0.1, 0.0, 0.0], [-0.3, 0.9, 0.0], [0.1, 1.2, 1.0], [-0.8, 0.6, 0.6], [0.1, -0.8, -0.2], [1.1, -1.0, -1.1], [-1.2, 0.0, -1.5], [0.5, -0.2, -0.2], [-0.4, -0.2, 0.9], [-0.1, -0.1, -0.8], [1.0, -0.9, -0.2], [-0.2, 0.5, -0.4], [-0.1, -0.3, 0.5], [0.7, 0.3, -0.2], [-0.4, 0.9, 0.4], [-0.3, -0.1, -0.4], [0.5, 0.0, 1.1], [-0.9, 0.2, -0.6], [0.4, -0.1, 1.1], [-2.7, -0.9, -1.6], [1.2, -1.8, -2.4], [1.2, 4.4, 4.5], [0.5, -1.9, -0.1], [-0.2, -0.4, -0.5], [-0.2, 0.1, 0.3], [0.0, 0.6, -0.1], [0.1, -0.3, 0.0], [-0.7, -0.6, -0.9], [1.0, 0.2, -0.1], [-1.3, -0.6, -0.1], [1.1, 0.9, 0.0], [0.2, -0.1, 0.6], [-0.1, 0.1, 0.4], [0.2, 0.1, 0.0], [0.0, -0.1, 0.8], [-0.3, 0.1, -0.1], [0.2, 0.1, -0.2], [-0.3, -0.2, 0.8], [0.7, -0.1, 0.6], [1.4, 0.3, -1.4], [-1.9, 1.0, 0.0], [-0.2, -0.1, -0.8], [-0.5, -0.3, -0.1], [0.2, -0.2, -0.4], [0.9, -0.2, 0.2], [-0.3, -0.2, 0.5], [-0.1, 0.0, 0.3], [-0.6, -0.3, -0.9], [1.8, 0.7, 1.5], [1.3, 0.6, -0.6], [-0.9, -0.9, -0.3], [-0.3, 0.4, 0.5], [-0.9, -0.4, -0.7], [-0.6, -0.4, 0.5], [-0.1, 0.1, -0.2], [0.0, 0.0, 0.2], [0.0, 0.1, 0.0], [0.5, -0.9, 0.4], [-1.4, 2.1, -0.7], [0.1, -1.0, -1.1], [0.6, 0.2, 0.5], [0.3, -0.3, 1.0], [-0.3, 0.2, -0.4], [-0.3, -0.1, -0.1], [0.5, 0.0, -0.5], [0.4, -0.4, 0.8], [-0.2, 0.6, -0.1]], "lumo_ev": 0.26, "smiles": "COC[C@H](C)N.COC[C@H](C)N.NC(N)=O.OCCO.OCCO.OCCO.OCCO", "total_charge": 0, "e_homo_ha": -0.3395, "de_lowest_ev": 2.9819, "energy_ha": -1724.20308, "spin_multiplicity": 1, "gap_ev": 9.5013}


# 2
{"formula": "C20H42OP2PdSi", "method": "ωB97M-V/def2-TZVPD", "symbols": ["Pd", "Si", "P", "P", "H", "C", "H", "H", "H", "C", "H", "H", "H", "C", "H", "H", "H", "C", "H", "H", "H", "C", "H", "H", "H", "C", "H", "H", "H", "C", "H", "H", "H", "H", "H", "C", "O", "C", "H", "H", "H", "C", "H", "H", "H", "C", "C", "C", "C", "C", "C", "C", "C", "C", "C", "H", "H", "H", "H", "H", "H", "H", "H", "H", "H", "H", "H"], "positions_angstrom": [[0.364, -0.237, -0.593], [-0.357, -2.813, -0.128], [2.744, -0.218, -0.719], [-2.040, 0.492, -0.786], [0.843, 0.304, -2.086], [3.600, 1.368, -0.410], [4.640, 1.272, -0.748], [3.587, 1.558, 0.673], [3.116, 2.198, -0.936], [3.320, -0.771, -2.376], [4.425, -0.721, -2.395], [2.902, -0.122, -3.166], [2.992, -1.815, -2.533], [3.719, -1.328, 0.376], [4.782, -1.236, 0.120], [3.408, -2.371, 0.239], [3.584, -1.031, 1.425], [-2.737, 2.048, -0.096], [-3.722, 1.908, 0.387], [-2.806, 2.798, -0.897], [-2.035, 2.416, 0.668], [-3.110, 0.050, -2.236], [-4.172, 0.164, -1.964], [-2.945, -0.997, -2.536], [-2.875, 0.716, -3.074], [-3.068, -0.527, 0.433], [-4.131, -0.269, 0.312], [-2.786, -0.296, 1.466], [-2.976, -1.607, 0.279], [-0.394, -2.775, -2.025], [0.429, -2.204, -2.459], [-1.331, -2.392, -2.450], [-0.282, -3.809, -2.390], [0.468, -3.971, 0.307], [-1.719, -3.114, 0.368], [0.157, 1.266, -2.712], [-0.813, 1.717, -1.806], [1.108, 2.411, -3.062], [1.670, 2.180, -3.976], [1.814, 2.556, -2.237], [0.559, 3.354, -3.208], [-0.411, 0.707, -4.002], [-1.124, 1.428, -4.424], [-0.920, -0.249, -3.875], [0.422, 0.586, -4.696], [-1.057, -2.177, 3.002], [-0.028, -1.156, 2.515], [1.197, -1.245, 3.441], [0.420, -1.495, 1.059], [-0.538, 0.289, 2.671], [-1.670, 0.603, 3.443], [-2.034, 1.944, 3.665], [-1.262, 2.973, 3.108], [-0.133, 2.666, 2.337], [0.234, 1.331, 2.160], [-0.659, -3.192, 2.866], [-2.021, -2.107, 2.479], [-1.225, -2.017, 4.076], [1.625, -2.251, 3.422], [1.983, -0.535, 3.169], [0.880, -1.029, 4.473], [1.496, -1.730, 1.109], [-2.276, -0.194, 3.917], [-2.918, 2.158, 4.268], [-1.550, 4.006, 3.276], [0.471, 3.445, 1.874], [1.161, 1.088, 1.617]], "atomic_forces_ev_per_a": [[0.0, 0.8, 0.8], [0.3, 0.1, 1.7], [0.0, -0.2, 0.1], [-2.1, -0.2, 0.8], [-0.8, 1.9, -2.5], [0.3, -0.1, -0.1], [-0.1, 0.2, 0.1], [0.0, 0.0, -0.3], [0.2, -0.2, 0.3], [0.4, 0.2, 0.1], [-0.4, -0.1, -0.2], [0.2, -0.3, 0.3], [0.1, 0.5, 0.0], [0.1, 0.2, -0.2], [-0.1, 0.0, 0.0], [0.0, 0.2, 0.1], [0.0, -0.2, -0.3], [0.1, 0.5, -0.3], [0.5, -0.1, -0.4], [0.0, -0.1, 0.4], [-0.2, 0.0, -0.3], [0.2, 0.3, -0.1], [0.4, 0.0, 0.0], [0.0, 0.4, 0.1], [-0.2, -0.3, 0.2], [0.0, -0.6, 0.1], [0.3, 0.0, -0.1], [0.0, 0.0, -0.3], [0.0, 0.2, 0.0], [0.0, -0.2, -0.3], [0.0, 0.0, 0.0], [0.2, 0.0, 0.2], [-0.1, 0.2, 0.2], [0.0, -0.4, -0.5], [0.0, -0.2, -0.3], [0.1, -0.6, 0.5], [0.8, 0.0, -0.6], [0.3, -0.1, 0.6], [-0.1, 0.1, 0.3], [-0.2, 0.2, -0.3], [0.0, -0.4, 0.0], [-0.1, -0.3, 0.1], [0.1, -0.1, 0.0], [0.1, 0.0, 0.0], [-0.2, -0.2, -0.2], [-0.1, 0.0, 0.5], [-0.5, 0.3, -0.6], [0.0, -0.1, 0.3], [0.4, -0.6, 0.5], [-2.9, -4.0, 1.9], [-0.1, 0.4, 0.3], [-2.0, -3.8, 1.4], [2.7, 2.7, -2.1], [-0.6, 0.2, 0.5], [3.0, 3.2, -2.2], [-0.1, 0.2, 0.0], [0.3, 0.0, 0.1], [-0.1, -0.2, -0.2], [0.0, 0.0, -0.1], [-0.1, 0.0, 0.0], [0.2, 0.0, -0.2], [-0.6, -0.1, 0.1], [0.5, 0.6, -0.5], [0.3, 0.0, -0.2], [0.1, -0.1, -0.1], [-0.2, -0.1, 0.2], [-0.5, 0.2, 0.4]], "lumo_ev": [0.59, -2.30], "total_charge": 0, "e_homo_ha": [-0.1496, -0.2655], "de_lowest_ev": 0.0000, "energy_ha": -1962.26458, "spin_multiplicity": 5, "gap_ev": [4.6590, 4.9279]}


# 3
{"formula": "C4H8NO2S", "method": "ωB97M-V/def2-TZVPD", "symbols": ["N", "C", "C", "C", "S", "C", "O", "O", "H", "H", "H", "H", "H", "H", "H", "H"], "positions_angstrom": [[1.290, -1.745, -0.240], [0.863, -0.375, -0.496], [-0.430, -0.022, 0.263], [-0.113, 0.482, 1.672], [-1.638, 0.949, 2.599], [0.730, -0.103, -2.036], [-0.382, 0.299, -2.435], [1.800, -0.317, -2.642], [0.563, -2.293, 0.184], [1.578, -2.176, -1.102], [1.597, 0.317, -0.114], [-0.938, -0.981, 0.412], [-1.076, 0.644, -0.284], [0.295, -0.319, 2.266], [0.459, 1.393, 1.661], [-2.516, 0.687, 1.620]], "atomic_forces_ev_per_a": [[0.5, 0.0, 0.5], [-1.3, 0.6, -0.3], [0.7, -1.1, 0.9], [-1.4, 0.1, -0.2], [-0.2, 0.0, 0.0], [0.1, 0.1, 0.7], [0.2, 0.0, -0.4], [-0.1, -0.1, -0.5], [-0.3, -0.2, 0.0], [0.1, 0.0, -0.2], [0.7, 0.2, 0.0], [-0.5, 0.2, -0.2], [0.0, 0.3, -0.3], [0.7, 0.0, 0.1], [0.6, 0.0, 0.0], [0.0, 0.0, 0.0]], "lumo_ev": 3.03, "smiles": "N[C@H](CCS)C(=O)[O-]", "total_charge": -1, "e_homo_ha": -0.1476, "de_lowest_ev": 0.4526, "energy_ha": -760.69623, "spin_multiplicity": 1, "gap_ev": 7.0475}